No. 1
# C19H15BrCsI2N3O7

C19H15BrCsI2N3O7 as an isolated structure (the ωB97M-V functional and the def2-TZVPD basis, OMol25).

Results
HOMO (eV): -2.7
Energy above the lowest of the compared OMol25 structures with the same formula, charge and spin (kJ/mol): 0.0
Net charge: -2

Structure (XYZ):
```
48
Properties=species:S:1:pos:R:3:forces:R:3
Cs -1.570559 1.519033 1.398034 0.04 -0.08 -0.41
C -6.319724 0.055968 1.654514 -0.03 -0.02 0.02
O -5.844685 0.996773 0.682881 0.04 0.04 -0.03
C -4.843166 0.650109 -0.150683 -0.03 -0.06 0.05
O -4.523159 1.402735 -1.046280 -0.02 0.06 -0.06
N -4.259174 -0.566855 0.086528 0.10 0.16 -0.02
N -3.276025 -0.930382 -0.879002 0.02 -0.05 0.10
H -7.247532 0.481648 2.031187 0.00 -0.01 0.00
H -5.610593 -0.055445 2.473922 -0.01 -0.01 0.00
H -6.515705 -0.907027 1.180915 0.00 0.00 0.01
H -3.990888 -0.680957 1.065864 -0.06 -0.10 0.10
H -2.722279 -1.703068 -0.504216 0.00 0.02 0.00
H -2.639271 -0.147596 -1.015787 -0.05 -0.01 -0.06
I 1.735046 6.220906 0.679094 -0.01 0.03 0.00
C 2.536497 4.305516 0.471448 0.14 0.00 -0.03
C 3.854199 4.158952 0.025405 -0.09 0.07 0.03
C 4.415203 2.921744 -0.134209 0.02 -0.08 -0.01
I 6.394189 2.809093 -0.816523 0.03 0.01 -0.01
C 3.669421 1.745927 0.153006 0.01 0.04 -0.01
C 4.145236 0.424094 0.007774 0.03 0.01 -0.01
C 3.335628 -0.632115 0.311183 -0.03 -0.04 -0.02
C 2.031352 -0.376497 0.767640 0.01 0.02 -0.01
N 1.555659 0.837356 0.909074 -0.04 -0.09 -0.01
C 2.340033 1.896862 0.608336 -0.13 0.08 0.07
C 1.696369 3.218126 0.779691 0.06 -0.31 -0.07
O 0.504401 3.290841 1.156091 0.23 0.53 0.06
H 4.433670 5.045152 -0.197911 -0.01 0.01 0.00
H 5.150454 0.258128 -0.358957 0.00 0.01 0.00
H 3.666133 -1.653858 0.177526 0.00 -0.01 0.00
H 1.357922 -1.197299 0.995608 -0.01 0.00 0.00
Br 1.652446 0.924101 -3.251033 -0.01 0.02 0.00
C 1.737260 -0.919808 -2.786555 -0.02 -0.01 0.01
C 2.801647 -1.676752 -3.246096 0.02 0.02 0.01
C 2.882630 -3.007240 -2.856350 0.02 -0.01 -0.02
C 1.921852 -3.555040 -2.018772 0.01 -0.01 0.00
C 0.861530 -2.783757 -1.557979 0.14 0.07 0.12
C 0.767013 -1.454551 -1.959627 -0.02 -0.09 0.07
C -0.163964 -3.385208 -0.571427 -0.46 -0.14 -0.41
O -0.063502 -4.606817 -0.372853 0.16 0.02 0.14
O -1.020166 -2.581308 -0.129877 0.21 0.12 0.12
H 3.557181 -1.230966 -3.878921 -0.01 0.01 0.00
H 3.712817 -3.611207 -3.205284 0.00 -0.01 0.00
H 1.969436 -4.586402 -1.694021 -0.02 0.01 0.01
H -0.055055 -0.862219 -1.580446 0.03 0.02 -0.02
O -4.580104 -0.093640 4.781644 -0.08 0.01 0.03
C -3.520316 -0.012532 4.156525 0.06 -0.11 -0.18
O -3.348832 0.095546 2.903459 -0.22 -0.20 0.43
H -2.570516 -0.040062 4.755456 -0.07 0.02 -0.02
```
Positions in Å, forces in eV/Å.


No. 2
# C19H15Cl2N5PdSe

C19H15Cl2N5PdSe as an isolated structure (the ωB97M-V functional and the def2-TZVPD basis, OMol25).

Results
HOMO (eV): -13.1
Energy above the lowest of the compared OMol25 structures with the same formula, charge and spin (kJ/mol): 49.9
Net charge: +2

Structure (XYZ):
```
43
Properties=species:S:1:pos:R:3:forces:R:3
Pd 0.792961 0.861447 -3.396290 -0.11 -0.20 -0.04
Cl 1.109398 3.129722 -4.635201 0.02 -0.07 0.19
C 2.762123 2.819916 -5.275373 -0.03 0.11 -0.04
Cl 3.294453 1.208830 -4.803377 0.08 -0.04 -0.07
H 3.419874 3.565438 -4.842734 0.01 -0.03 -0.04
H 2.696010 2.880817 -6.356045 0.05 0.02 0.03
Se 0.844268 -2.488740 -3.643537 -0.05 0.05 -0.25
N -0.053773 -0.909843 -3.513626 0.02 -0.06 0.10
C -1.364209 -1.142674 -3.514517 0.00 -0.01 0.03
C -2.414184 -0.200081 -3.384575 -0.08 0.13 0.00
C -3.692423 -0.663449 -3.423711 0.02 0.03 -0.01
C -4.016159 -2.051285 -3.591758 0.13 -0.06 -0.02
C -3.041688 -2.980797 -3.719416 -0.10 0.10 -0.02
C -1.678434 -2.545703 -3.674075 -0.02 -0.11 -0.14
N -0.656705 -3.368888 -3.788366 0.07 0.01 0.24
H -2.210241 0.859131 -3.270166 0.03 -0.10 -0.03
H -4.508166 0.041463 -3.333281 -0.01 0.02 0.01
H -5.057234 -2.338981 -3.622537 -0.01 -0.02 0.01
H -3.243844 -4.032825 -3.860169 -0.01 -0.02 0.01
N 1.589399 -0.374250 3.539873 -0.04 0.02 0.05
C 1.180148 -0.161414 4.833079 0.04 -0.02 0.06
C 1.681361 -0.603357 6.058363 -0.07 0.05 0.11
C 1.000307 -0.177001 7.175757 0.05 -0.04 -0.06
C -0.139035 0.658936 7.096173 0.00 0.00 -0.07
C -0.628060 1.092434 5.891313 0.08 -0.06 0.01
C 0.050540 0.671206 4.734622 -0.03 0.01 0.06
N -0.210108 0.951497 3.423673 0.06 -0.05 -0.14
C 0.717841 0.318641 2.739279 -0.09 0.07 -0.05
C 0.769570 0.383701 1.299167 -0.04 0.05 0.02
C -0.196797 1.155247 0.631985 -0.06 0.00 -0.08
C -0.182147 1.244164 -0.732969 0.02 -0.06 0.02
N 0.756898 0.602848 -1.464856 0.00 0.24 0.10
C 1.689913 -0.151119 -0.855904 -0.05 0.09 0.01
C 1.724609 -0.271573 0.512100 0.07 -0.07 -0.10
H 2.380558 -0.927591 3.261919 0.01 0.00 0.00
H 2.552990 -1.238243 6.131906 0.00 -0.01 0.01
H 1.342358 -0.488166 8.153291 0.02 -0.01 0.00
H -0.625655 0.957599 8.013849 -0.01 0.00 0.00
H -1.497138 1.729989 5.819278 -0.01 0.02 -0.01
H -0.951886 1.671076 1.207139 0.00 0.03 0.01
H -0.912071 1.830666 -1.275487 0.02 -0.01 0.04
H 2.420443 -0.636223 -1.488741 0.01 -0.01 0.04
H 2.503943 -0.882583 0.943942 0.01 0.00 0.01
```
Positions in Å, forces in eV/Å.


No. 3
# C19H15ClF16O6

A 3-piece molecular cluster, C19H15ClF16O6 overall at a distorted geometry (the ωB97M-V functional and the def2-TZVPD basis, OMol25).

Results
SMILES string: CC(=O)OCC1=CC(=O)C(Cl)=CC1=O.FC(F)C(F)(F)COC(F)(F)C(F)F.FC(F)C(F)(F)COC(F)(F)C(F)F
HOMO (eV): -10.6
Net charge: 0

Structure (XYZ):
```
57
Properties=species:S:1:pos:R:3:forces:R:3
C 1.468769 2.216260 -4.400787 -0.03 0.28 -0.03
C 1.700082 3.620967 -4.840660 1.15 0.70 -1.39
O 2.362863 3.891196 -5.821460 -0.88 -0.08 0.95
O 1.111705 4.617936 -4.090139 -0.45 -0.93 0.30
C 0.025696 5.290257 -4.731585 0.62 0.69 -0.44
C -0.970215 4.369351 -5.330684 -0.22 -0.25 0.60
C -1.019331 4.103893 -6.626288 0.11 0.03 -0.04
C -1.990456 3.153526 -7.198411 0.03 0.09 -0.95
O -2.166056 3.039317 -8.395633 0.15 0.05 0.87
C -2.723406 2.324937 -6.200597 -0.37 -0.63 -0.67
Cl -3.598730 1.001086 -6.850575 -0.10 -0.03 -0.02
C -2.705421 2.575800 -4.906118 0.31 0.24 0.34
C -1.930118 3.721007 -4.394892 -0.27 0.12 0.66
O -2.079844 4.120798 -3.253911 0.11 -0.19 -0.50
H 1.475610 2.098898 -3.334396 0.05 0.01 0.43
H 0.486228 1.935685 -4.761700 -0.38 -0.12 -0.01
H 2.187869 1.578956 -4.882580 0.31 -0.22 -0.12
H -0.440204 5.908735 -3.986533 -0.12 0.12 0.48
H 0.414196 5.946368 -5.502348 0.17 0.11 -0.26
H -0.310067 4.577616 -7.275739 0.09 0.11 -0.53
H -3.228712 1.963730 -4.197939 -0.24 -0.08 0.24
C -0.520577 2.020318 1.832430 -0.32 0.18 0.62
C -0.007946 2.409524 0.433612 0.44 -0.44 0.21
C -0.852866 2.043668 -0.790039 -0.25 0.25 -0.33
F -1.043535 0.716328 -0.923474 0.12 -0.18 0.28
F -0.204438 2.471338 -1.900579 0.03 -0.03 0.19
F 1.262272 1.978984 0.274448 -0.08 -0.14 -0.07
F 0.031081 3.770587 0.425380 -0.17 0.14 0.02
O -0.017403 0.856604 2.481033 0.27 -0.32 -0.73
C -0.540511 -0.404046 2.305183 -0.27 0.67 0.18
C 0.457791 -1.377024 1.668253 0.35 -0.18 -0.07
F 0.936079 -0.914275 0.498603 -0.21 0.18 -0.13
F -0.172895 -2.554146 1.430482 -0.08 0.01 0.05
F -1.720464 -0.378755 1.653513 0.19 0.03 -0.17
F -0.789333 -0.896819 3.539089 -0.06 -0.12 0.13
H -0.159350 2.823530 2.471941 0.06 0.02 -0.03
H -1.608070 2.067947 1.885520 -0.06 -0.16 -0.24
H -1.825477 2.542130 -0.751657 0.03 0.02 0.06
H 1.295212 -1.550282 2.343031 -0.07 0.03 0.08
C 0.120382 -4.787392 3.997502 -0.32 0.50 -0.44
C 0.048936 -6.197757 4.611078 0.65 0.12 -0.10
C -0.469912 -6.354814 6.044592 -0.26 -0.21 0.13
F 0.277995 -5.690925 6.944874 0.23 0.21 -0.14
F -0.436153 -7.668053 6.371188 0.01 0.03 -0.07
F 1.238296 -6.819198 4.466991 0.03 0.07 0.17
F -0.850671 -6.880167 3.847140 -0.22 0.04 -0.03
O 1.359034 -4.082615 3.964299 0.37 -0.56 0.62
C 1.825729 -3.292752 4.990750 -0.86 -0.05 -0.48
C 3.141947 -3.800677 5.593273 0.28 -0.03 -0.02
F 3.035810 -5.071678 6.013927 -0.25 -0.10 0.08
F 3.462769 -3.023229 6.651640 -0.05 0.01 -0.04
F 0.884808 -3.060799 5.922817 0.14 -0.27 0.06
F 2.112340 -2.093794 4.427161 0.21 0.26 0.06
H -0.084323 -4.952150 2.941207 0.02 -0.05 -0.01
H -0.689151 -4.152666 4.357515 0.04 -0.03 0.28
H -1.505278 -6.009459 6.113258 0.03 0.05 -0.04
H 3.937414 -3.743810 4.846991 -0.05 0.06 -0.03
```
Positions in Å, forces in eV/Å.


No. 4
# C19H15ClN8O3

The molecule C19H15ClN8O3 at a distorted geometry (the ωB97M-V functional and the def2-TZVPD basis, OMol25).

Results
SMILES string: C=CC(=O)N1CC(n2nc(C(=O)Nc3nc4cc(Cl)ccc4o3)c3c(N)ncnc32)C1
HOMO (eV): -8.8
Energy above the lowest of the compared OMol25 structures with the same formula, charge and spin (kJ/mol): 0.0
Net charge: 0

Structure (XYZ):
```
46
Properties=species:S:1:pos:R:3:forces:R:3
O -1.611852 -1.668138 -1.733613 0.01 -0.66 1.53
O 3.532917 2.939062 2.233526 0.19 -0.84 0.78
Cl -1.498974 -8.385984 3.941744 -0.02 0.57 -0.86
N -0.745499 1.099970 0.277676 -0.17 -0.39 -0.41
N -1.258134 -3.449353 2.060772 -0.03 0.58 -0.97
N -1.174276 2.081178 -4.155957 -0.25 2.27 -0.65
N -0.761303 3.519779 -2.327149 0.08 1.61 -0.44
O -1.267076 -4.055888 -0.101079 0.10 1.13 -0.55
C -1.332898 -1.092041 -0.690304 0.55 0.38 -0.32
C 3.059009 3.684403 1.414868 -0.60 0.15 0.28
C -1.017045 0.346777 -0.791181 0.22 1.71 0.53
C -1.224206 -3.035243 0.807719 -0.59 -1.47 3.08
C 5.215370 3.990332 0.130571 -3.35 1.47 0.03
C 3.916188 4.372016 0.431379 2.43 0.50 -1.88
C -0.971606 3.298733 -3.645931 0.28 -0.97 1.93
C -1.228494 1.072403 -3.322106 0.91 -2.42 -2.40
C -0.801913 2.463762 -1.503354 0.21 0.45 -0.72
C -1.437022 -7.522875 1.293991 0.33 0.44 0.14
C -1.424589 -5.805366 3.001778 0.01 -1.05 -0.79
C -1.365796 -6.545027 0.310296 0.03 1.01 0.46
C -1.468397 -7.178168 2.645931 0.09 1.80 0.54
C -1.346969 -4.841644 1.980438 0.12 0.46 1.41
C -1.334542 -5.191692 0.671063 -0.14 -1.63 -0.56
C -1.019355 1.199507 -1.970059 -0.84 -1.65 2.25
N -1.227513 -1.662660 0.584521 0.04 -0.84 -2.36
N -1.245939 -0.119600 -3.961250 -0.41 -0.79 1.06
N 1.697793 3.959525 1.394577 2.20 0.12 -0.10
N -0.602084 2.369481 -0.137498 0.22 1.25 -0.48
C 0.958735 4.365318 0.233792 -0.27 0.76 -1.49
C 0.648879 3.137012 1.956184 0.14 -1.31 -0.18
C -0.223212 3.522802 0.727423 -1.23 -0.47 0.60
H 5.783320 4.511675 -0.648379 -0.28 -0.16 0.46
H 5.633654 3.145434 0.604366 0.48 -0.75 0.52
H 3.498411 5.230206 -0.128163 0.20 -0.53 0.41
H -0.938688 4.132863 -4.362765 0.00 -0.29 0.67
H -1.353486 -8.543936 0.994366 -0.20 -0.52 -0.07
H -1.428281 -5.500745 4.023343 0.00 0.11 0.53
H -1.283981 -6.821243 -0.699678 0.00 -0.40 -1.17
H -1.003846 -1.108421 1.405749 -0.08 -0.01 -0.33
H -1.360055 -0.986494 -3.432210 0.07 0.56 -0.33
H -1.237113 -0.108764 -4.959363 -0.14 0.10 -0.24
H 1.400922 4.035188 -0.733304 -0.40 0.29 0.58
H 0.731431 5.460425 0.199988 0.19 -0.85 -0.14
H 0.872286 2.043953 2.052678 0.01 0.90 -0.26
H 0.350956 3.492795 2.926153 -0.53 0.14 0.32
H -1.105727 4.148683 0.998447 0.43 -0.74 -0.43
```
Positions in Å, forces in eV/Å.


| no. | E (eV) |
| --- | --- |
| 1 | -125545.319 |
| 2 | -121251.358 |
| 3 | -88232.266 |
| 4 | -50531.414 |